[1]
Here is a structure of composition C33H24BrINOPReS2 from the OMol25 dataset. Energies are from ωB97M-V with the def2-TZVPD basis set.

Charge: +2
Orbital gap (spin up / spin down) in hartree: 0.2884 / 0.2466
LUMO energy (spin up / spin down) in eV: -5.7 / -6.7
2S+1: 4

Last column: Mulliken spin population.
Element x y z (Å)
Re 0.602 -0.483 1.270  3.04
I 1.269 1.878 2.418  -0.02
C -0.545 3.022 2.544  0.00
C -0.625 3.696 3.728  0.01
C -1.649 4.633 3.936  0.00
C -2.506 4.912 2.916  0.00
C -2.434 4.215 1.687  0.00
C -3.339 4.562 0.662  0.00
C -3.366 3.878 -0.515  0.00
C -2.515 2.779 -0.675  0.00
C -1.578 2.413 0.274  0.03
P -0.722 0.861 -0.207  -0.10
C 0.432 1.373 -1.527  -0.05
C 1.553 0.561 -1.737  0.04
C 2.543 0.926 -2.632  0.02
C 2.430 2.119 -3.332  0.00
C 1.323 2.930 -3.137  0.01
C 0.329 2.567 -2.240  -0.01
C -2.122 -0.131 -0.824  -0.07
C -2.478 -0.279 -2.160  -0.02
C -3.583 -1.048 -2.500  0.00
C -4.347 -1.646 -1.509  0.00
C -4.009 -1.486 -0.171  0.02
C -2.895 -0.738 0.169  0.02
C -1.471 3.170 1.481  -0.05
H 0.114 3.538 4.503  0.00
H -1.724 5.138 4.889  0.00
H -3.265 5.675 3.030  0.00
H -4.022 5.383 0.840  0.00
H -4.056 4.144 -1.304  0.00
H -2.626 2.183 -1.569  0.00
H 1.655 -0.384 -1.209  0.08
H 3.402 0.284 -2.780  0.00
H 3.212 2.412 -4.019  0.00
H 1.231 3.860 -3.682  0.00
H -0.509 3.232 -2.092  0.00
H -1.893 0.200 -2.939  0.00
H -3.854 -1.178 -3.539  0.00
H -5.214 -2.234 -1.778  0.00
H -4.609 -1.948 0.602  0.00
H -2.623 -0.599 1.213  0.00
O 4.501 -4.174 4.458  0.00
C 3.791 -3.331 3.730  0.00
C 4.276 -2.629 2.621  0.00
C 3.433 -1.781 1.944  -0.01
N 2.151 -1.593 2.291  0.01
C 1.710 -2.263 3.363  0.01
Br -0.118 -1.916 3.767  0.08
C 2.456 -3.129 4.109  -0.01
H 5.415 -4.268 4.165  0.00
H 5.301 -2.743 2.294  0.00
H 3.783 -1.222 1.085  0.00
H 2.048 -3.639 4.970  0.00
S 1.235 -4.197 0.647  -0.02
C 1.468 -3.945 -1.091  0.02
C 2.182 -4.592 -2.077  0.00
C 2.062 -4.079 -3.366  0.00
C 1.251 -2.984 -3.644  0.00
C 0.513 -2.351 -2.647  0.01
C 0.661 -2.851 -1.373  0.02
S -0.072 -2.550 0.238  -0.05
H 2.794 -5.458 -1.864  0.00
H 2.605 -4.552 -4.173  0.00
H 1.176 -2.624 -4.661  0.00
H -0.138 -1.519 -2.871  0.00



[2]
Here is the molecule C25H35N3O6S in a non-equilibrium geometry from the OMol25 dataset. Energies are from ωB97M-V with the def2-TZVPD basis set.

Orbital gap in hartree: 0.3291
LUMO energy in eV: 0.5
2S+1: 1

Last column: Mulliken charge in e.
Element x y z (Å)
C 3.342 1.611 4.715  -1.19
C 1.897 1.136 4.743  0.08
O 1.743 -0.175 4.184  -0.38
C 1.792 -0.292 2.864  0.10
O 2.062 0.600 2.100  -0.60
C 1.350 -1.681 2.430  0.15
C 1.908 -2.025 1.048  -0.21
C 1.177 -3.220 0.422  -1.23
N -0.243 -2.960 0.387  0.17
C -0.914 -2.333 -0.612  0.01
O -1.956 -1.741 -0.382  -0.74
C -0.380 -2.449 -2.045  0.39
C 0.679 -1.362 -2.292  1.08
C 0.989 -1.192 -3.784  -1.87
N -0.187 -0.984 -4.584  0.23
S -0.669 0.591 -4.850  1.35
O 0.463 1.266 -5.415  -0.72
O -1.891 0.529 -5.596  -0.75
C -0.971 1.291 -3.229  -0.08
C -2.185 1.096 -2.604  -0.65
C -2.344 1.392 -1.256  -0.77
C -1.248 1.869 -0.549  -0.02
C -0.054 2.173 -1.226  1.36
C 0.095 1.878 -2.561  -1.15
C 0.945 2.747 -0.272  -0.89
C 0.123 2.949 1.008  0.97
C -0.254 4.407 1.246  -1.72
N -1.099 2.153 0.804  0.19
C -1.721 1.639 1.907  0.83
C -2.913 0.745 1.694  -1.14
O -1.297 1.900 3.018  -0.65
C -1.173 -2.024 -4.439  -1.32
C -1.579 -2.252 -2.985  -0.44
C -0.783 -2.828 1.730  -1.61
C -0.186 -1.597 2.401  0.28
H 3.684 1.714 3.689  0.28
H 3.412 2.576 5.208  0.41
H 3.982 0.901 5.233  0.32
H 1.248 1.825 4.193  0.02
H 1.535 1.037 5.767  0.40
H 1.663 -2.414 3.178  0.59
H 1.784 -1.147 0.411  -0.21
H 2.974 -2.245 1.121  0.59
H 1.339 -4.114 1.034  0.51
H 1.558 -3.422 -0.578  0.41
H 0.056 -3.440 -2.204  0.63
H 0.308 -0.423 -1.885  -0.86
H 1.612 -1.607 -1.784  0.57
H 1.496 -2.091 -4.157  0.48
H 1.643 -0.335 -3.947  0.49
H -3.008 0.707 -3.183  0.57
H -3.302 1.232 -0.797  0.52
H 1.012 2.070 -3.094  0.55
H 1.366 3.684 -0.635  0.44
H 1.764 2.047 -0.098  0.21
H 0.642 2.555 1.885  -0.62
H 0.641 5.002 1.407  0.46
H -0.886 4.485 2.128  0.40
H -0.794 4.801 0.388  0.38
H -3.762 1.335 1.357  0.42
H -2.704 -0.035 0.963  0.19
H -3.168 0.292 2.649  0.34
H -0.751 -2.944 -4.865  0.35
H -2.035 -1.726 -5.035  0.53
H -2.143 -1.390 -2.627  -0.15
H -2.232 -3.124 -2.923  0.64
H -0.537 -3.735 2.287  0.48
H -1.866 -2.730 1.655  0.54
H -0.479 -0.718 1.825  -0.66
H -0.571 -1.485 3.414  0.71



[3]
Here is a cluster of 8 separate species, C30H67BN2O23P2 in total in a non-equilibrium geometry from the OMol25 dataset. Energies are from ωB97M-V with the def2-TZVPD basis set.

Orbital gap in hartree: 0.3238
LUMO energy in eV: 0.2
2S+1: 1

Last column: Mulliken charge in e.
Element x y z (Å)
C -3.722 1.667 2.717  -0.97
N -2.851 2.538 3.485  -0.09
C -1.524 2.704 2.943  -0.78
P -0.243 1.533 3.635  -0.40
P -0.401 1.724 5.802  0.57
O 0.918 2.039 6.391  -0.64
B -0.818 -0.284 3.271  0.53
N -0.135 -1.010 2.247  -0.17
O -1.831 -0.890 3.996  -0.48
H -3.487 0.636 2.954  0.21
H -3.704 1.856 1.643  0.23
H -4.742 1.825 3.048  0.43
H -3.283 3.423 3.698  0.29
H -1.153 3.690 3.194  0.55
H -1.474 2.628 1.856  0.23
H -0.900 0.501 6.287  -0.02
H -1.378 2.702 6.077  0.00
H 0.645 -0.457 1.913  0.19
H -0.722 -1.325 1.486  0.12
H -1.478 -1.705 4.387  0.24
C 1.561 -3.340 -0.223  -0.78
C 2.490 -2.405 0.519  -0.18
O 3.801 -2.966 0.667  -0.41
C 4.563 -2.923 -0.426  0.78
O 4.256 -2.439 -1.485  -0.57
O 5.727 -3.501 -0.141  -0.35
C 6.635 -3.581 -1.244  -0.61
H 1.532 -4.316 0.262  0.32
H 0.550 -2.931 -0.249  0.25
H 1.897 -3.492 -1.248  0.17
H 2.125 -2.242 1.529  0.28
H 2.554 -1.436 0.023  0.28
H 6.791 -2.603 -1.695  0.29
H 6.262 -4.279 -1.991  0.27
H 7.577 -3.949 -0.849  0.24
C -7.800 5.268 -0.420  -1.13
C -6.922 6.232 0.348  -0.18
O -5.618 5.682 0.601  -0.35
C -4.779 5.705 -0.432  0.65
O -5.000 6.160 -1.522  -0.56
O -3.635 5.135 -0.044  -0.16
C -2.657 5.021 -1.082  -0.71
H -7.853 4.309 0.096  0.30
H -8.808 5.672 -0.515  0.37
H -7.405 5.090 -1.419  0.32
H -7.343 6.424 1.333  0.30
H -6.826 7.186 -0.168  0.31
H -2.474 5.983 -1.555  0.26
H -2.971 4.292 -1.826  0.37
H -1.740 4.675 -0.612  0.20
C -0.825 -8.747 -4.303  -1.11
C -0.369 -8.112 -3.007  -0.18
O 0.727 -7.206 -3.211  -0.37
C 0.401 -6.014 -3.706  0.78
O -0.714 -5.636 -3.964  -0.56
O 1.525 -5.316 -3.862  -0.33
C 1.353 -4.039 -4.486  -0.40
H 0.016 -9.227 -4.806  0.30
H -1.591 -9.497 -4.106  0.36
H -1.239 -8.002 -4.980  0.31
H 0.015 -8.871 -2.329  0.31
H -1.186 -7.595 -2.505  0.29
H 0.602 -3.449 -3.972  -0.01
H 1.078 -4.164 -5.532  0.35
H 2.307 -3.525 -4.425  0.24
C -3.574 -2.931 -3.400  -1.34
C -2.178 -2.349 -3.425  0.55
O -1.977 -1.481 -4.553  -0.34
C -2.503 -0.264 -4.441  0.78
O -3.084 0.178 -3.483  -0.57
O -2.261 0.396 -5.574  -0.34
C -2.818 1.712 -5.623  -0.57
H -3.790 -3.431 -4.344  0.31
H -3.664 -3.655 -2.591  0.35
H -4.321 -2.152 -3.253  0.40
H -1.452 -3.149 -3.539  -0.30
H -1.949 -1.813 -2.503  0.31
H -2.508 2.299 -4.763  0.22
H -3.904 1.662 -5.667  0.29
H -2.440 2.170 -6.532  0.22
C 12.967 -3.619 -1.000  -1.09
C 12.526 -3.295 -2.411  -0.17
O 12.510 -4.461 -3.250  -0.36
C 11.466 -5.270 -3.086  0.80
O 10.542 -5.097 -2.334  -0.56
O 11.616 -6.310 -3.907  -0.34
C 10.590 -7.300 -3.799  -0.63
H 13.931 -4.128 -1.012  0.30
H 13.059 -2.705 -0.415  0.36
H 12.250 -4.273 -0.506  0.30
H 13.235 -2.618 -2.882  0.29
H 11.547 -2.818 -2.426  0.30
H 9.604 -6.855 -3.916  0.29
H 10.656 -7.810 -2.841  0.29
H 10.766 -8.010 -4.601  0.22
C -6.875 -2.581 8.832  -1.09
C -7.082 -2.289 7.361  -0.18
O -6.634 -0.971 7.008  -0.38
C -5.315 -0.834 6.873  0.73
O -4.494 -1.706 6.988  -0.57
O -5.061 0.440 6.575  -0.36
C -3.668 0.744 6.453  -0.68
H -7.348 -1.810 9.441  0.29
H -7.308 -3.547 9.088  0.35
H -5.815 -2.602 9.081  0.31
H -8.143 -2.301 7.119  0.29
H -6.587 -3.028 6.732  0.31
H -3.187 0.072 5.746  0.26
H -3.183 0.683 7.428  0.43
H -3.602 1.760 6.078  0.27
C -0.731 8.270 1.226  -1.07
C -1.214 8.527 -0.185  0.00
O -0.860 9.841 -0.641  -0.39
C 0.408 9.988 -1.023  0.75
O 1.247 9.126 -1.049  -0.56
O 0.584 11.258 -1.386  -0.35
C 1.923 11.581 -1.772  -0.64
H -1.094 9.048 1.898  0.31
H -1.093 7.304 1.578  0.26
H 0.357 8.269 1.274  0.33
H -2.302 8.492 -0.218  0.30
H -0.833 7.779 -0.880  0.24
H 2.280 10.904 -2.545  0.30
H 2.585 11.542 -0.909  0.29
H 1.893 12.594 -2.160  0.22



[4]
Here is the molecule C5H8O2 in a non-equilibrium geometry from the OMol25 dataset. Energies are from ωB97M-V with the def2-TZVPD basis set.

Orbital gap in hartree: 0.4060
LUMO energy in eV: 0.9
2S+1: 1

Last column: Mulliken charge in e.
Element x y z (Å)
C 0.608 -3.466 0.079  0.24
C 0.143 -2.424 -0.260  -0.61
C -0.473 -1.195 -0.671  -0.59
O -0.028 -0.167 0.187  -0.29
C -0.582 1.100 -0.104  -0.41
C 0.168 2.134 0.720  -0.49
O 1.531 2.147 0.375  -0.51
H 0.895 -4.423 0.377  0.46
H -0.207 -0.970 -1.701  0.32
H -1.535 -1.424 -0.725  0.28
H -0.481 1.356 -1.173  0.31
H -1.639 1.061 0.173  0.33
H -0.216 3.142 0.534  0.35
H 0.026 1.912 1.787  0.27
H 1.791 1.216 0.399  0.33



Energy relative to the best compared isomer or geometry (same formula, charge and spin) (eV)
2.097, 0.452, 0.000, 3.029